# 1
# C29H30F7NOP

A cluster of 5 separate species, C29H30F7NOP in total at a distorted geometry (ωB97M-V/def2-TZVPD, the Open Molecules 2025 dataset).

Summary:
Kohn-Sham gap   4.61 eV
HOMO energy   -2.21 eV
Charge   -1

Last column: Mulliken charge in e.
Geometry (Å):
C1 4.56 -1.66 2.27  -1.039
P1 3.79 0.03 2.43  -0.091
O1 3.22 0.44 0.84  -0.362
C2 2.39 -0.13 3.53  -0.590
N1 1.75 1.23 3.52  -0.168
C3 1.41 -1.20 3.08  -1.017
C4 0.65 -0.89 1.81  0.120
C5 -0.45 -1.87 1.51  0.948
F1 -1.31 -1.38 0.60  -0.306
F2 -1.16 -2.23 2.54  -0.321
F3 0.04 -2.96 0.95  -0.319
H1 5.29 -1.66 1.47  0.324
H2 3.84 -2.46 2.13  0.272
H3 5.10 -1.85 3.18  0.333
H4 3.93 0.86 0.36  0.164
H5 0.75 1.15 3.41  0.152
H6 1.87 1.60 4.45  0.191
H7 0.74 -1.43 3.91  0.296
H8 1.98 -2.11 2.92  0.388
H9 0.19 0.08 1.81  -0.057
H10 1.28 -0.92 0.94  0.182
F4 0.77 3.77 4.37  -0.291
C6 0.24 4.51 3.39  0.202
C7 -0.18 5.80 3.66  -0.523
C8 -0.73 6.55 2.63  -0.382
C9 -0.86 6.01 1.36  -0.497
C10 -0.43 4.71 1.11  -0.537
C11 0.12 3.95 2.13  -0.140
H11 -0.07 6.20 4.65  0.407
H12 -1.05 7.57 2.82  0.341
H13 -1.29 6.60 0.56  0.359
H14 -0.54 4.28 0.12  0.431
H15 0.48 2.94 1.96  0.564
F5 -6.75 -6.19 0.16  -0.331
C12 -5.78 -5.31 0.51  0.334
C13 -4.78 -5.03 -0.39  -0.578
C14 -3.78 -4.13 -0.03  -0.196
C15 -3.80 -3.54 1.22  -0.364
C16 -4.81 -3.84 2.12  -0.504
C17 -5.81 -4.74 1.76  -0.422
H16 -4.78 -5.51 -1.37  0.410
H17 -2.99 -3.89 -0.73  0.563
H18 -3.03 -2.85 1.50  0.251
H19 -4.82 -3.39 3.10  0.392
H20 -6.62 -4.98 2.45  0.408
F6 5.75 0.13 -1.51  -0.306
C18 5.17 0.90 -2.45  0.397
C19 4.81 2.19 -2.13  -0.345
C20 4.22 2.98 -3.10  -0.410
C21 3.97 2.47 -4.37  -0.524
C22 4.34 1.16 -4.67  -0.293
C23 4.95 0.37 -3.70  -0.500
H21 5.00 2.58 -1.14  0.488
H22 3.94 4.00 -2.87  0.367
H23 3.50 3.08 -5.12  0.371
H24 4.15 0.75 -5.65  0.351
H25 5.24 -0.65 -3.92  0.402
F7 -1.64 1.14 -2.71  -0.265
C24 -2.22 0.06 -3.28  0.229
C25 -2.70 0.16 -4.57  -0.555
C26 -3.30 -0.95 -5.15  -0.298
C27 -3.41 -2.13 -4.44  -0.753
C28 -2.92 -2.21 -3.14  -0.174
C29 -2.32 -1.11 -2.55  -0.202
H26 -2.61 1.10 -5.10  0.421
H27 -3.68 -0.89 -6.16  0.361
H28 -3.88 -2.99 -4.89  0.369
H29 -3.02 -3.13 -2.58  0.171
H30 -1.93 -1.16 -1.54  0.698



# 2
# C29H30N11Ru

A structure of composition C29H30N11Ru at a distorted geometry (ωB97M-V/def2-TZVPD, the Open Molecules 2025 dataset).

Summary:
Kohn-Sham gap (spin up / spin down)   4.29 / 4.39 eV
HOMO energy (spin up / spin down)   -16.12 / -16.18 eV
Charge   +3
Relative energy (zero: lowest compared OMol25 entry of this formula, charge and spin)   1.6453 eV

Last column: Mulliken charge in e.
Geometry (Å):
Ru1 -0.22 0.24 -0.07  0.411
C1 0.80 3.49 -0.34  -0.521
N1 0.12 2.76 0.73  -0.053
C2 -1.23 3.22 1.07  -1.166
C3 -2.26 2.43 0.33  0.246
N2 -2.06 1.21 -0.16  0.586
C4 -3.29 0.76 -0.61  -0.049
C5 -3.70 -0.47 -1.10  -0.436
C6 -5.03 -0.63 -1.42  -0.857
C7 -5.96 0.40 -1.24  -0.534
C8 -5.58 1.63 -0.71  -1.034
C9 -4.24 1.79 -0.39  0.856
N3 -3.54 2.82 0.20  -0.096
C10 1.40 2.52 -1.31  0.142
N4 0.84 1.36 -1.67  -0.249
C11 1.68 0.83 -2.63  0.369
C12 1.56 -0.30 -3.43  -0.188
C13 2.60 -0.59 -4.29  -0.624
C14 3.73 0.22 -4.38  -0.683
C15 3.83 1.40 -3.66  -1.014
C16 2.79 1.69 -2.80  0.745
N5 2.55 2.75 -1.96  -0.079
H1 1.59 4.14 0.05  0.459
H2 0.08 4.12 -0.88  0.307
H3 0.70 2.73 1.56  0.275
H4 -1.36 4.30 0.88  0.483
H5 -1.40 3.04 2.13  0.301
H6 -2.99 -1.29 -1.17  0.467
H7 -5.38 -1.58 -1.80  0.450
H8 -6.99 0.24 -1.51  0.429
H9 -6.30 2.41 -0.53  0.439
H10 -3.94 3.69 0.51  0.272
H11 0.67 -0.89 -3.41  0.280
H12 2.54 -1.46 -4.94  0.468
H13 4.53 -0.06 -5.05  0.438
H14 4.70 2.04 -3.76  0.453
H15 3.13 3.58 -1.88  0.287
C17 1.53 -4.41 -2.90  -1.290
N6 0.43 -3.50 -2.62  0.103
C18 -0.65 -3.59 -3.60  -1.115
C19 0.39 -2.67 -1.57  0.130
N7 -0.44 -1.69 -1.41  -0.037
N8 1.35 -2.91 -0.59  -0.177
C20 1.95 -2.02 0.26  0.393
N9 2.95 -2.52 1.00  -0.380
N10 1.62 -0.76 0.30  -0.079
H16 1.66 -4.47 -3.98  0.417
H17 1.32 -5.41 -2.53  0.368
H18 2.46 -4.04 -2.48  0.481
H19 -0.78 -4.63 -3.89  0.439
H20 -0.41 -3.01 -4.50  0.356
H21 -1.59 -3.25 -3.18  0.390
H22 -1.09 -1.56 -2.19  0.266
H23 1.68 -3.86 -0.53  0.372
H24 3.21 -3.49 0.98  0.187
H25 3.44 -1.95 1.67  0.209
H26 2.22 -0.23 0.93  0.093
N11 1.52 0.91 9.46  -0.286
C21 1.12 0.75 8.40  -0.216
C22 0.67 0.56 7.08  0.704
C23 0.49 1.67 6.25  -0.884
C24 0.09 1.49 4.95  -0.179
C25 -0.12 0.19 4.44  0.612
C26 0.04 -0.92 5.29  -0.565
C27 0.44 -0.74 6.60  -0.709
C28 -0.39 0.04 3.07  0.705
C29 -0.53 -0.02 1.85  -0.738
H27 0.68 2.67 6.63  0.491
H28 -0.05 2.35 4.30  0.322
H29 -0.14 -1.91 4.91  0.532
H30 0.58 -1.59 7.25  0.506



# 3
# C29H30N6O2RbS

A structure of composition C29H30N6O2RbS at a distorted geometry (ωB97M-V/def2-TZVPD, the Open Molecules 2025 dataset).

Summary:
Kohn-Sham gap   6.70 eV
HOMO energy   -4.56 eV
Charge   -1
Relative energy (zero: lowest compared OMol25 entry of this formula, charge and spin)   0.2119 eV

Last column: Mulliken charge in e.
Geometry (Å):
Rb1 0.81 -0.35 1.52  0.781
O1 -1.36 1.06 6.06  -0.694
C1 -0.45 1.91 6.51  0.236
C2 -0.70 2.55 7.73  -0.543
C3 0.25 3.36 8.29  -0.358
C4 1.38 3.76 7.53  -0.640
C5 1.57 3.26 6.27  -0.401
C6 0.66 2.30 5.76  0.270
C7 0.85 1.81 4.31  0.696
O2 0.05 0.94 3.90  -0.851
N1 1.80 2.42 3.67  -0.712
N2 2.15 1.96 2.44  0.132
C8 2.66 2.73 1.59  -0.763
C9 3.18 2.14 0.30  0.734
C10 3.90 2.92 -0.61  -0.523
C11 4.64 2.39 -1.63  -0.430
C12 4.52 1.02 -1.77  -0.340
C13 3.69 0.27 -0.94  -0.295
N3 3.05 0.81 0.10  0.160
H1 -1.01 0.85 5.14  0.416
H2 -1.59 2.35 8.33  0.344
H3 0.03 3.62 9.30  0.381
H4 2.07 4.53 7.95  0.278
H5 2.32 3.57 5.57  0.461
H6 2.88 3.78 1.88  0.281
H7 3.88 4.01 -0.41  0.279
H8 5.24 3.01 -2.33  0.373
H9 5.11 0.47 -2.51  0.382
H10 3.52 -0.83 -1.13  0.134
C14 -0.63 1.78 -2.00  -1.004
N4 -0.44 0.33 -2.02  0.690
C15 0.73 -0.07 -2.74  -0.706
C16 -1.57 -0.38 -2.63  0.027
C17 -2.93 -0.21 -1.96  0.097
C18 -3.99 0.24 -2.69  -0.081
C19 -5.29 0.37 -2.22  -0.584
C20 -5.59 -0.10 -0.96  -0.354
C21 -4.52 -0.62 -0.18  -0.471
C22 -3.25 -0.75 -0.66  -1.144
H11 -0.64 2.24 -3.04  0.298
H12 0.11 2.30 -1.37  0.205
H13 -1.67 1.99 -1.67  0.357
H14 0.66 -0.15 -3.85  0.270
H15 1.08 -1.08 -2.48  -0.023
H16 1.57 0.54 -2.50  0.277
H17 -1.34 -1.43 -2.51  -0.597
H18 -1.62 -0.29 -3.69  0.498
H19 -3.85 0.55 -3.73  0.278
H20 -6.05 0.44 -3.02  0.267
H21 -6.62 -0.03 -0.59  0.338
H22 -4.69 -0.94 0.82  0.405
N5 0.14 -3.09 0.21  -0.682
C23 1.23 -3.42 -0.37  0.231
S1 2.78 -3.37 0.39  -0.473
N6 1.22 -4.06 -1.65  -0.314
C24 0.30 -4.09 -2.71  0.395
C25 0.72 -3.96 -4.03  -0.285
C26 -0.22 -3.96 -5.05  -0.653
C27 -1.59 -4.03 -4.80  -0.645
C28 -2.02 -4.24 -3.50  -0.674
C29 -1.08 -4.23 -2.45  -0.370
H23 -2.54 -1.04 -0.14  1.155
H24 -0.68 -3.23 -0.39  0.069
H25 2.17 -4.10 -2.04  0.215
H26 1.77 -3.85 -4.18  0.389
H27 0.10 -3.94 -6.10  0.298
H28 -2.34 -3.98 -5.53  0.479
H29 -3.07 -4.23 -3.36  0.443
H30 -1.45 -4.54 -1.45  0.594